# 1
Computed, not measured: a structure of composition C32H48BrInN9O2SSi2Te at a distorted geometry, with ωB97M-V with the def2-TZVPD basis set.

Geometry as XYZ:
```
97
Properties=species:S:1:pos:R:3
Te -2.600 1.178 0.525
In 0.524 -0.148 0.245
Br 0.348 -2.930 -6.198
S 2.901 0.374 0.799
Si -2.980 4.039 2.281
Si -5.594 -0.518 0.753
O 1.873 -1.539 -3.918
O 0.757 -0.258 -2.450
N 0.855 2.146 0.218
N 2.779 2.966 1.587
N 1.650 -3.822 -1.650
N -1.017 -1.563 1.923
N -1.226 -1.669 -0.926
N 1.129 1.632 2.481
N 1.266 -2.591 0.130
N 0.357 0.651 2.393
N -1.343 -3.411 -2.261
C -0.580 -2.716 -1.386
C 2.805 -3.815 -0.908
C -0.177 -0.512 -4.605
C 2.363 2.396 -1.831
C 1.142 2.870 -1.021
C 0.768 -3.034 -0.995
C -6.047 0.446 -0.815
C -0.519 -1.291 -5.719
C -2.449 -1.677 -1.536
C 1.845 1.909 1.238
C -2.336 0.173 -6.270
C -1.949 -1.562 4.142
C 0.925 -0.829 -3.561
C -7.136 -0.575 1.858
C -2.333 -3.416 2.681
C 1.276 4.391 -0.770
C -0.107 2.688 -1.892
C -1.586 -2.747 1.731
C -3.901 5.703 2.324
C -2.543 -2.754 -2.367
C -0.953 0.621 -4.369
C -1.146 -0.967 3.135
C 2.546 -3.064 0.200
C -2.529 -2.783 3.915
C -1.126 4.329 2.380
C -3.435 3.184 0.661
C -5.089 -2.282 0.299
C -3.538 3.045 3.789
C -2.008 0.973 -5.190
C -0.458 0.242 3.353
C -1.595 -0.966 -6.534
C -4.235 0.367 1.708
H -4.985 5.561 2.340
H -5.446 -2.564 -0.694
H 3.286 2.466 -1.258
H -7.487 0.431 2.097
H -2.589 1.861 -4.975
H -3.174 -0.905 -1.339
H -4.513 3.086 0.515
H -3.055 2.064 3.797
H 2.466 3.006 -2.735
H -0.705 1.221 -3.504
H -6.542 -0.189 -1.554
H 1.155 4.925 -1.718
H -1.851 -1.611 -7.363
H 2.249 3.794 1.838
H -1.050 -4.212 -2.797
H -4.620 2.893 3.812
H -0.982 3.091 -1.373
H -3.175 0.426 -6.907
H -3.781 -0.300 2.445
H -5.487 -3.000 1.020
H -2.077 -1.043 5.085
H 3.686 -4.343 -1.226
H -6.918 -1.084 2.800
H 2.248 4.660 -0.360
H 1.626 -4.000 -2.645
H -5.147 0.863 -1.272
H -3.257 3.563 4.708
H 2.228 1.355 -2.120
H -4.644 1.219 2.251
H -0.254 1.622 -2.056
H 3.182 -2.808 1.030
H -3.627 6.273 3.215
H 3.373 3.177 0.798
H -0.848 5.286 1.932
H -3.035 3.739 -0.189
H -7.959 -1.110 1.377
H -3.134 -3.257 4.679
H -4.004 -2.383 0.306
H -3.327 -3.088 -3.023
H -3.660 6.314 1.451
H -0.584 3.533 1.857
H 0.499 4.723 -0.081
H -6.718 1.279 -0.591
H -0.777 4.330 3.415
H -1.431 -3.188 0.751
H -0.539 0.772 4.297
H 0.004 3.192 -2.856
H -2.756 -4.390 2.473
```

Its spin multiplicity is 1. Its orbital gap is 5.709 eV. As for the net charge: -1. As for the relative energy (zero: lowest compared OMol25 entry of this formula, charge and spin): 223.7 kJ/mol.

---

# 2
Computed, not measured: a cluster of 2 separate species, C3H6N2S2 in total, with ωB97M-V with the def2-TZVPD basis set.

Geometry as XYZ:
```
13
Properties=species:S:1:pos:R:3
S 3.192 -0.449 -0.699
S 2.560 -1.658 -2.241
N -1.292 -0.177 -0.691
N -0.963 1.463 0.769
C -1.325 -0.681 0.587
C -1.123 0.319 1.512
C -1.072 1.120 -0.546
H 1.237 -1.407 -2.149
H -0.982 1.850 -1.350
H 3.135 -1.363 0.293
H -1.493 -1.741 0.777
H -0.793 2.402 1.136
H -1.080 0.321 2.601
```

Its spin multiplicity is 1. Its orbital gap is 9.427 eV. Its structure (SMILES) is c1c[nH]cn1.SS. As for the relative energy (zero: lowest compared OMol25 entry of this formula, charge and spin): 30.5 kJ/mol.

---

# 3
Computed, not measured: a structure of composition C37H30AuN3O5PS2 at a distorted geometry, with ωB97M-V with the def2-TZVPD basis set.

Geometry as XYZ:
```
79
Properties=species:S:1:pos:R:3
Au -0.146 0.125 1.319
S 0.196 -2.604 2.009
S -3.406 -0.773 1.610
P 1.398 -1.258 -1.239
O 1.311 1.429 0.666
O 3.831 -1.930 1.413
O 2.039 -1.177 0.192
O -3.698 0.104 0.513
O -3.880 -0.370 2.898
N -1.738 -0.992 1.696
N 0.463 3.448 1.491
N 0.901 4.749 1.521
C -1.393 -0.842 -1.516
C -1.867 -3.581 -1.687
C -1.456 -2.304 1.789
C 2.725 2.463 -3.522
C 1.453 1.966 -3.762
C -3.688 -5.261 1.245
C 3.255 -2.017 0.376
C -3.160 2.983 2.117
C 2.465 -2.577 -1.812
C 2.440 3.554 0.482
C 3.546 1.854 -2.585
C -4.874 -4.567 0.999
C 2.816 6.101 0.737
C 0.993 0.856 -3.076
C -2.662 -1.313 -1.805
C -4.902 -3.174 1.057
C -0.594 -3.120 -1.407
C 4.527 -4.358 -2.248
C -0.727 2.258 3.234
C 2.484 -3.297 -2.994
C -0.764 3.032 2.073
C -0.348 -1.749 -1.344
C 4.508 -3.666 -1.059
C -1.914 1.870 3.837
C 3.086 0.766 -1.871
C -3.129 2.247 3.290
C 2.094 4.818 0.903
C 1.404 2.677 0.868
C 1.802 0.274 -2.107
C 3.506 -4.208 -3.195
C -2.519 -4.595 1.538
C 3.458 -2.772 -0.819
C -1.983 3.382 1.503
C -2.534 -3.195 1.585
C 0.167 5.810 2.145
C -2.893 -2.676 -1.915
C -3.737 -2.509 1.338
H 3.089 6.532 1.699
H -4.047 1.949 3.771
H -5.819 -2.634 0.883
H 3.710 0.301 -1.121
H -0.287 6.465 1.397
H 0.013 0.452 -3.288
H -2.051 -4.643 -1.753
H 0.820 2.443 -4.494
H 3.328 3.273 -0.042
H -1.601 -5.120 1.743
H -1.221 0.221 -1.419
H 3.721 5.940 0.161
H -4.105 3.242 1.670
H -1.885 1.267 4.730
H 5.274 -3.796 -0.312
H 0.224 -3.811 -1.252
H -5.783 -5.111 0.789
H 0.834 6.408 2.767
H 4.546 2.225 -2.416
H -3.877 -3.032 -2.184
H 5.334 -5.042 -2.460
H -3.691 -6.339 1.202
H -2.016 3.974 0.600
H -0.620 5.385 2.767
H -3.472 -0.611 -1.931
H 2.193 6.824 0.216
H 0.225 2.009 3.680
H 3.080 3.322 -4.069
H 1.702 -3.167 -3.728
H 3.527 -4.810 -4.090
```

Its spin multiplicity is 1. Its orbital gap is 6.208 eV. As for the net charge: +1. As for the relative energy (zero: lowest compared OMol25 entry of this formula, charge and spin): 35.3 kJ/mol.

---

# 4
Computed, not measured: the ion C5H8ClN2 with charge +1 at a distorted geometry, with ωB97M-V with the def2-TZVPD basis set.

Geometry as XYZ:
```
16
Properties=species:S:1:pos:R:3
Cl 3.559 1.304 -1.979
N 0.898 0.994 -1.601
N 0.898 -0.357 1.547
C 2.029 1.190 -1.642
C -0.844 -1.707 0.952
C -0.428 0.623 -1.201
C -0.235 -0.334 1.041
C -0.775 0.814 0.259
H -1.003 1.175 -1.808
H -1.796 -1.652 0.556
H 1.456 0.507 1.435
H -0.631 -0.470 -1.163
H -0.822 -2.068 1.982
H -0.160 -2.514 0.582
H -0.325 1.623 0.812
H -1.820 0.873 0.227
```

Its spin multiplicity is 1. Its orbital gap is 8.769 eV. As for the net charge: +1. Its structure (SMILES) is [H]/N=C(/C)CC[N+]#CCl. As for the relative energy (zero: lowest compared OMol25 entry of this formula, charge and spin): 352.0 kJ/mol.

---

# 5
Computed, not measured: an isolated molecule of C25H33I2NO2, with ωB97M-V with the def2-TZVPD basis set.

Geometry as XYZ:
```
63
Properties=species:S:1:pos:R:3
I -6.871 2.076 0.916
I -5.039 0.301 4.705
O -0.670 2.248 0.300
O -1.371 -2.145 -2.542
N -8.202 -1.527 -0.849
C 6.115 1.081 0.297
C -7.004 -1.161 -1.040
C -5.311 0.833 1.730
C 7.637 -0.890 -0.399
C -7.280 -0.516 2.862
C -5.795 -0.240 2.754
C -2.341 -0.613 -1.060
C 8.514 -0.567 0.811
C 0.143 0.848 -1.392
C 1.369 1.679 -1.559
C -5.873 -1.667 -0.150
C -0.063 -0.279 -2.087
C 6.221 -0.278 -0.400
C -2.147 0.548 -0.318
C 9.747 -1.465 0.822
C 2.261 1.757 -0.299
C 4.742 1.798 0.183
C -4.383 0.290 0.668
C -1.264 -1.104 -1.947
C -0.869 1.293 -0.407
C -3.554 -1.302 -0.953
C -6.704 -0.316 -2.242
C 3.600 1.002 -0.442
C -4.599 -0.859 -0.126
C -3.161 0.981 0.538
H -3.704 -2.199 -1.538
H 7.533 -1.971 -0.485
H 0.687 -0.618 -2.787
H 4.867 2.726 -0.371
H 5.568 -0.984 0.112
H -6.264 -1.873 0.841
H 5.878 -0.220 -1.430
H 4.437 2.092 1.187
H 9.461 -2.482 1.078
H -5.620 -2.636 -0.580
H 2.494 2.796 -0.080
H 10.513 -1.113 1.508
H -2.978 1.869 1.127
H 8.177 -0.568 -1.290
H -8.280 -2.124 -0.025
H -7.416 -1.433 3.436
H -6.715 -0.913 -3.149
H 3.820 0.884 -1.500
H 6.305 0.913 1.352
H 3.517 0.027 0.028
H 6.911 1.715 -0.087
H 10.192 -1.494 -0.171
H -7.780 0.269 3.419
H -7.744 -0.665 1.892
H 8.840 0.468 0.740
H -4.720 1.551 2.275
H 1.060 2.688 -1.831
H -5.259 -1.152 2.526
H -7.471 0.446 -2.318
H -5.750 0.192 -2.146
H 1.712 1.393 0.562
H 1.938 1.289 -2.398
H 7.941 -0.680 1.728
```

Its spin multiplicity is 1. Its orbital gap is 8.181 eV. Its structure (SMILES) is [H]/N=C(/C)Cc1cc2c(cc1[C@@H](I)[C@H](C)I)C(=O)C(CCCCCCCCC)=CC2=O.

---

# 6
Computed, not measured: a cluster of 2 separate species, C2H3Cl2N in total at a distorted geometry, with ωB97M-V with the def2-TZVPD basis set.

Geometry as XYZ:
```
8
Properties=species:S:1:pos:R:3
Cl -1.771 2.096 1.536
Cl 0.674 0.297 1.720
N -1.793 1.279 0.194
C -0.155 -0.456 0.498
C 0.609 -0.709 -0.686
H 0.843 -1.697 -0.707
H 1.623 -0.195 -0.891
H -0.031 -0.614 -1.663
```

Its spin multiplicity is 1. Its orbital gap (alpha / beta) is 7.935 / 7.408 eV. As for the relative energy (zero: lowest compared OMol25 entry of this formula, charge and spin): 644.6 kJ/mol.